1.
Computed, not measured: a molecular structure, C20H27FIN3O3W in a non-equilibrium geometry, with wB97M-V/def2-TZVPD.

For the frontier orbital gap (spin up / spin down), the calculation gives 5.7 / 6.3 eV. Its strongest force on any atom is 0.1653 Eh/bohr. The calculation puts the LUMO energy (spin up / spin down) at -7.38 / -7.47 eV. The expectation value of S² is 2.03. The spin multiplicity is 3. Its net charge is +2.

Last column: natural (NBO) charge in e.
Positions of all 56 atoms, in Å:
C  -3.1593  0.6289  -7.3176  -0.616
C  -2.9014  2.0303  -7.4884  -0.626
H  -2.4877  -0.1501  -7.7663  0.223
H  -4.2204  0.4162  -7.3366  0.218
H  -3.0575  0.3428  -6.2896  0.175
H  -2.6345  2.3485  -6.4872  0.188
H  -2.0248  2.2308  -8.0962  0.223
H  -3.7720  2.6601  -7.6226  0.222
W  -2.2138  0.4749  -2.7831  1.647
C  -4.2078  1.2833  -3.1481  -0.981
H  -3.9859  1.8385  -2.2000  0.205
H  -4.9590  0.5283  -2.8715  0.255
H  -4.7999  2.0118  -3.7191  0.290
I  0.2382  0.3759  -4.3990  -0.226
F  2.7710  2.2964  0.1277  -0.306
C  1.8133  1.4327  0.5832  0.362
C  0.7444  1.2939  -0.2320  -0.173
C  -0.1511  0.2790  0.0882  -0.073
C  -1.1945  0.0825  -0.7934  0.299
O  -1.3859  1.3270  -1.3970  -0.614
C  -2.1626  -0.9998  -0.7106  -0.285
C  -2.1304  -1.6079  0.5426  0.178
N  -1.2782  -1.2308  1.5482  -0.281
C  -1.5246  -1.6927  2.8596  -0.101
C  -2.9293  -1.9500  3.3106  -0.396
C  -1.9522  -3.0770  3.0839  -0.413
C  -0.1685  -0.4148  1.2816  0.211
C  0.9160  -0.2062  2.1206  -0.267
C  1.9699  0.6225  1.7269  0.177
N  3.1808  0.5076  2.4236  -0.420
C  3.6436  -0.8377  2.7481  -0.241
C  4.5456  -0.8202  3.9670  -0.235
N  5.6270  0.1695  3.6658  -0.494
C  5.1910  1.5498  3.3147  -0.225
C  4.2567  1.3992  2.1142  -0.250
C  -3.2722  -1.3424  -1.6958  0.671
O  -4.3729  -1.6704  -1.2383  -0.482
O  -2.9185  -1.3305  -3.0196  -0.631
H  0.6267  1.8899  -1.1166  0.284
H  -2.8879  -2.3232  0.8395  0.268
H  -1.0188  -1.2170  3.6763  0.246
H  -3.2187  -1.7345  4.3455  0.256
H  -3.7008  -1.8177  2.5673  0.227
H  -2.1504  -3.6793  2.2152  0.229
H  -1.5895  -3.6559  3.9249  0.252
H  0.9813  -0.7562  3.0438  0.236
H  4.1651  -1.2835  1.8765  0.207
H  2.7861  -1.4650  2.9661  0.248
H  4.0300  -0.4618  4.8674  0.240
H  4.9705  -1.8242  4.1290  0.257
H  6.2809  0.1732  4.4491  0.451
H  6.1172  -0.1865  2.8395  0.431
H  6.0980  2.1387  3.0949  0.257
H  4.6984  1.9303  4.2160  0.237
H  4.8716  1.0619  1.2541  0.200
H  3.9079  2.4112  1.9173  0.272


2.
Computed, not measured: a molecular structure, C19H28CuF5O3Te in a non-equilibrium geometry, with wB97M-V/def2-TZVPD.

For the frontier orbital gap (spin up / spin down), the calculation gives 6.2 / 5.4 eV. Its relative energy (zero: lowest compared OMol25 entry of this formula, charge and spin) is 22.2 kcal per mole. Its strongest force on any atom is 0.0631 Eh/bohr. The calculation puts the LUMO energy (spin up / spin down) at 2.03 / 1.53 eV. The expectation value of S² is 0.77. The spin multiplicity is 2. Its net charge is -1.

Last column: natural (NBO) charge in e.
Positions of all 57 atoms, in Å:
O  -0.8055  -0.2373  -2.0131  -0.550
C  -1.3399  0.8042  -2.9760  -0.068
C  -0.3644  0.4091  -4.0748  -0.472
H  -1.2059  1.8349  -2.6197  0.194
H  -2.3940  0.6181  -3.2885  0.172
C  -0.2463  -0.8799  -3.2220  0.271
H  0.5374  1.0736  -4.0665  0.230
H  -0.7444  0.3367  -5.1039  0.198
C  1.1619  -1.3854  -3.2199  -0.642
H  1.9009  -0.6054  -3.0177  0.244
H  1.3870  -1.7785  -4.2215  0.210
H  1.2879  -2.2127  -2.5234  0.214
C  -1.2387  -1.9504  -3.6354  -0.625
H  -2.2345  -1.5089  -3.7049  0.208
H  -1.2477  -2.7352  -2.8734  0.220
H  -0.9806  -2.4038  -4.5931  0.200
Cu  -0.7245  -0.9363  1.0885  1.101
C  -2.9665  -1.1774  2.9899  -0.276
C  -2.8702  0.1994  3.2248  -0.301
C  -2.6596  0.8539  1.9838  -0.174
H  -2.9347  0.6470  4.2075  0.213
C  -2.5711  -0.1345  0.9485  -0.554
C  -2.8168  -1.4150  1.5952  -0.338
H  -3.0555  -2.3701  1.1153  0.219
H  -3.1329  -1.9138  3.7715  0.203
H  -2.5414  1.9245  1.8884  0.215
H  -2.5045  0.0132  -0.1311  0.243
C  1.0479  -2.5246  3.2066  -0.330
C  -0.1244  -2.9848  2.5626  -0.259
C  0.0560  -2.8248  1.1186  -0.478
H  -1.0027  -3.4128  3.0600  0.212
C  1.3257  -2.1462  0.9430  -0.404
C  1.9192  -1.9672  2.2226  -0.203
H  2.8833  -1.5035  2.4137  0.217
H  1.2673  -2.6131  4.2865  0.211
H  -0.5697  -3.2396  0.3202  0.229
H  1.7591  -1.8716  -0.0075  0.213
O  2.3618  1.5931  -2.1078  -0.562
C  1.7448  1.0485  -0.9105  -0.093
C  0.7261  2.0876  -0.3849  -0.467
H  2.4799  0.9155  -0.0986  0.168
H  1.3382  0.0588  -1.1194  0.210
C  1.3783  3.3833  -0.8284  -0.440
H  0.6869  1.9767  0.7320  0.306
H  -0.2808  1.9586  -0.8459  0.190
C  2.6073  2.9469  -1.6779  -0.074
H  1.7093  3.9724  0.0319  0.213
H  0.6484  3.9594  -1.3962  0.189
H  3.4853  2.8824  -0.9798  0.158
H  2.8319  3.6235  -2.5125  0.178
F  1.6141  2.7335  2.5310  -0.634
Te  0.6942  1.3561  3.4774  3.381
F  -0.9063  2.4132  3.6067  -0.624
F  -0.1880  -0.0557  4.4176  -0.611
F  2.3204  0.3582  3.4718  -0.626
F  1.2773  2.1385  5.1144  -0.599
O  0.2136  0.6676  1.8246  -1.227


3.
Computed, not measured: a molecular structure, C17H16N2S6Tl, with wB97M-V/def2-TZVPD.

For the frontier orbital gap, the calculation gives 5.9 eV. Its relative energy (zero: lowest compared OMol25 entry of this formula, charge and spin) is 0.0 kcal per mole. Its strongest force on any atom is 0.0054 Eh/bohr. The calculation puts the LUMO energy at -5.49 eV. The spin multiplicity is 1. Its net charge is +1.

Last column: natural (NBO) charge in e.
Positions of all 42 atoms, in Å:
Tl  -0.1201  0.2300  -0.7278  0.740
C  -0.2038  3.1924  2.2784  -0.639
C  0.7342  2.2016  1.6453  -0.011
C  0.8741  0.9087  2.1555  -0.196
C  1.8523  0.0458  1.6649  -0.234
C  2.6931  0.4571  0.6372  -0.249
C  2.5238  1.7211  0.0782  -0.214
C  1.5501  2.5813  0.5766  -0.243
H  0.3640  3.8801  2.9087  0.239
H  -0.9434  2.6958  2.9046  0.222
H  -0.7271  3.7838  1.5284  0.233
H  0.2616  0.6017  2.9960  0.222
H  1.9877  -0.9273  2.1196  0.234
H  3.4962  -0.1865  0.2980  0.236
H  3.1800  2.0538  -0.7162  0.237
H  1.4591  3.5841  0.1732  0.235
S  -2.4906  -7.3233  -0.8666  0.203
C  -1.8733  -5.8789  -0.5564  -0.603
S  -0.2161  -5.4327  -0.8955  0.537
C  -0.2693  -3.7919  -0.3476  -0.417
C  -1.5932  -3.3649  0.2085  -0.398
S  -1.9379  -1.9035  0.8336  0.097
S  -2.8140  -4.5818  0.1609  0.513
S  1.0433  -2.8507  -0.4529  0.156
N  -4.4520  0.7028  1.2234  -0.775
C  -3.7444  0.7812  0.0797  0.327
S  -2.6235  2.0304  -0.1082  -0.304
N  -3.9964  -0.2064  -0.7991  -0.576
C  -3.5155  -0.4714  -2.1112  0.124
C  -2.8651  0.4495  -2.9237  -0.267
C  -2.4734  0.0682  -4.2030  -0.182
C  -2.7190  -1.2107  -4.6798  -0.212
C  -3.3737  -2.1237  -3.8633  -0.202
C  -3.7680  -1.7570  -2.5885  -0.204
H  -4.2829  1.3960  1.9297  0.428
H  -5.0623  -0.0685  1.4407  0.399
H  -4.6257  -0.9220  -0.4698  0.400
H  -2.6901  1.4583  -2.5846  0.256
H  -1.9852  0.7983  -4.8375  0.229
H  -2.4173  -1.4903  -5.6804  0.230
H  -3.5906  -3.1229  -4.2230  0.228
H  -4.2875  -2.4745  -1.9575  0.204


4.
Computed, not measured: 4 unconnected molecules or ions with the total composition C18H41N3O6 in a non-equilibrium geometry, with wB97M-V/def2-TZVPD.

Its structure (SMILES) is C=C[C@]1(C)COC(=O)O1.COC[C@@H](C)N.COC[C@@H](C)N.COC[C@@H](C)N. For the frontier orbital gap, the calculation gives 9.7 eV. Its strongest force on any atom is 0.0346 Eh/bohr. The calculation puts the LUMO energy at 0.42 eV. The spin multiplicity is 1. Its net charge is 0.

Last column: natural (NBO) charge in e.
Positions of all 68 atoms, in Å:
C  4.8595  4.4845  3.6047  -0.352
C  4.0630  3.4894  3.9617  -0.213
C  2.5722  3.5647  4.0887  0.163
C  2.0050  2.1640  3.8720  -0.595
C  1.8876  4.6187  3.1700  -0.092
O  1.4652  5.6378  4.0804  -0.505
C  2.1523  5.3806  5.2345  0.975
O  2.7071  6.1757  5.9407  -0.538
O  2.1170  4.0140  5.3807  -0.510
H  5.9070  4.2874  3.4963  0.210
H  4.4736  5.4771  3.4528  0.198
H  4.5008  2.5413  4.2199  0.206
H  2.2056  1.8851  2.8493  0.228
H  0.9430  2.2259  4.0560  0.215
H  2.4800  1.4971  4.5760  0.218
H  2.6583  5.0147  2.5222  0.191
H  1.0357  4.2284  2.6447  0.197
C  -0.1474  -0.5561  2.4163  -0.248
O  1.2543  -0.4044  2.2782  -0.557
C  1.9828  -1.6147  2.1894  -0.072
C  2.0106  -2.2414  0.7885  -0.084
C  0.7104  -2.9395  0.4088  -0.615
N  2.3436  -1.2603  -0.2502  -0.824
H  -0.3998  -1.4397  3.0086  0.172
H  -0.6399  -0.6129  1.4425  0.170
H  -0.5242  0.3283  2.9310  0.186
H  3.0088  -1.3556  2.4665  0.181
H  1.6219  -2.3315  2.9381  0.166
H  2.8007  -2.9981  0.7974  0.188
H  -0.0729  -2.2323  0.1394  0.211
H  0.8652  -3.5834  -0.4562  0.222
H  0.3392  -3.5622  1.2254  0.202
H  3.2604  -0.8666  -0.0577  0.350
H  1.7076  -0.4743  -0.1452  0.353
C  -2.7897  -1.9047  -1.6477  -0.249
O  -2.5357  -2.9550  -0.7275  -0.558
C  -3.4543  -3.0651  0.3395  -0.071
C  -4.7418  -3.8324  0.0041  -0.081
C  -5.7403  -3.0260  -0.8197  -0.614
N  -4.4688  -5.0970  -0.6838  -0.823
H  -3.2131  -1.0242  -1.1558  0.167
H  -3.4526  -2.2373  -2.4490  0.169
H  -1.8419  -1.6264  -2.1027  0.201
H  -2.9254  -3.6203  1.1201  0.179
H  -3.6808  -2.0721  0.7518  0.161
H  -5.2232  -4.0691  0.9577  0.186
H  -5.4444  -2.9556  -1.8658  0.204
H  -6.7189  -3.5045  -0.7946  0.220
H  -5.8514  -2.0135  -0.4266  0.203
H  -3.8902  -5.6831  -0.0892  0.350
H  -3.8747  -4.8901  -1.4820  0.355
C  0.5173  2.5213  -5.7871  -0.248
O  0.2245  1.1866  -6.1554  -0.547
C  0.7642  0.1927  -5.3070  -0.073
C  -0.0621  -0.0917  -4.0451  -0.086
C  0.0882  0.9683  -2.9585  -0.614
N  -1.4881  -0.2664  -4.3436  -0.833
H  1.5150  2.6072  -5.3474  0.168
H  -0.2266  2.9148  -5.0902  0.164
H  0.4824  3.1271  -6.6921  0.191
H  0.7857  -0.7194  -5.9088  0.184
H  1.8048  0.4320  -5.0527  0.165
H  0.3106  -1.0337  -3.6313  0.196
H  -0.4749  1.8727  -3.1880  0.202
H  -0.2898  0.5873  -2.0089  0.214
H  1.1353  1.2421  -2.8162  0.206
H  -1.5989  -1.0461  -4.9860  0.354
H  -1.7945  0.5395  -4.8818  0.358


Among the records above, which one has the highest strongest force on any atom? C20H27FIN3O3W